[1]
57
Properties=species:S:1:pos:R:3:lowdin_charge:R:1 method="wB97M-V/def2-TZVPD" largest_force_ev_per_a=0.64 lumo_energy_ev="4.178 / 4.177" spin_multiplicity=4 relative_energy_kcal_mol=0.00 energy_ev=-81479.936 total_charge=-2 homo_energy_ev="-3.17 / -3.54" s_squared=3.769
Tc 1.12018 0.49802 0.02568 1.750
N -1.15888 -2.02067 -2.12132 0.022
C 0.20924 -1.76297 -2.56199 -0.233
C 1.25030 -2.21662 -1.55067 -0.542
O 1.71466 -3.35703 -1.66418 -0.002
N 1.61130 -1.39148 -0.53923 -0.123
C 2.49611 -2.02977 0.42007 -0.153
C 3.17047 -1.01346 1.31443 -0.629
O 4.09165 -1.31225 2.04990 0.039
O 2.68772 0.20081 1.23459 -0.188
H -1.18031 -2.91139 -1.63466 0.058
H -1.40949 -1.33516 -1.41454 0.023
H 0.31484 -0.70856 -2.81228 0.073
H 0.41156 -2.35089 -3.46207 0.106
H 3.26704 -2.61733 -0.08661 0.121
H 1.93423 -2.73003 1.05017 0.130
C -6.76558 0.44551 1.69367 -0.065
C -5.32560 0.01732 1.77212 -0.285
C -4.33738 0.74369 1.11967 -0.029
C -3.00581 0.36600 1.19655 -0.041
C -2.64919 -0.75446 1.92728 -0.261
C -3.62125 -1.48343 2.59924 -0.058
C -4.94927 -1.09760 2.51465 -0.054
S -0.95822 -1.33230 1.98018 0.556
O -0.84422 -2.31744 0.93753 -0.306
O -0.76833 -1.76157 3.34920 -0.316
N -0.05865 -0.07144 1.64239 -0.348
C -0.00137 0.92711 2.70984 -0.183
C 0.31702 2.29948 2.12730 -0.630
O 0.10733 3.31111 2.76993 0.032
O 0.84081 2.28301 0.93957 -0.169
H -7.03554 0.72484 0.67527 0.074
H -6.95273 1.31302 2.33007 0.076
H -7.43273 -0.35384 2.01644 0.065
H -4.60114 1.61317 0.53206 0.113
H -2.24574 0.93912 0.68963 0.089
H -3.32784 -2.34365 3.18237 0.109
H -5.70823 -1.67193 3.03426 0.101
H 0.78869 0.67204 3.42450 0.125
H -0.94344 0.99285 3.26173 0.115
C 4.42758 0.40925 -1.31116 0.025
C 3.41343 1.35555 -1.95530 -0.437
O 2.20905 1.45500 -1.33461 -0.258
C 3.17781 0.89187 -3.41345 -0.553
F 2.59900 -0.31600 -3.43456 0.154
F 4.32657 0.77522 -4.11958 0.126
F 2.38904 1.71665 -4.11032 0.160
C 4.00720 2.79268 -1.94797 -0.562
F 3.17650 3.71500 -2.43284 0.161
F 4.31961 3.16370 -0.70349 0.160
F 5.15149 2.90295 -2.66826 0.120
H 4.05493 -0.61196 -1.38301 0.090
H 4.53221 0.66847 -0.26237 0.088
H 5.39619 0.46807 -1.80778 0.095
S -2.47594 1.94493 -2.78355 0.484
C -1.29014 1.36052 -1.85127 -0.931
N -0.46674 0.90626 -1.15324 -0.082


[2]
42
Properties=species:S:1:pos:R:3:lowdin_charge:R:1 method="wB97M-V/def2-TZVPD" largest_force_ev_per_a=2.08 lumo_energy_ev="0.203 / 0.127" spin_multiplicity=5 energy_ev=-66598.900 total_charge=0 homo_energy_ev="-5.25 / -5.51" s_squared=6.036
Fe -0.28813 0.08294 -1.43968 0.025
C 2.17630 0.52139 0.64370 -0.124
N 0.79229 0.13923 0.86311 -0.202
C 0.63099 -1.10611 1.59576 -0.119
C 0.09725 -2.23522 0.74374 -0.241
C -0.21333 -3.44633 1.34398 -0.031
C -0.61596 -4.51853 0.56280 -0.050
C -0.69769 -4.32237 -0.81371 -0.048
C -0.42036 -3.07242 -1.32489 -0.126
N -0.02961 -2.02797 -0.57600 0.059
C -0.03890 1.20828 1.41572 -0.124
C -1.49447 0.95152 1.09209 -0.248
C -2.46715 0.78080 2.05683 -0.027
C -3.79875 0.61978 1.67952 -0.045
C -4.09544 0.61147 0.31983 -0.047
C -3.06696 0.73303 -0.58372 -0.117
N -1.77431 0.88920 -0.23554 0.026
C 2.31750 1.52228 -0.47826 -0.256
C 3.50148 2.22050 -0.64585 -0.029
C 3.62238 3.12915 -1.68617 -0.050
C 2.51219 3.34214 -2.50022 -0.046
C 1.37017 2.61139 -2.26190 -0.141
N 1.26540 1.68020 -1.30220 0.031
H 2.73193 -0.37746 0.35480 0.141
H 2.64532 0.93193 1.55545 0.136
H -0.06829 -0.95434 2.42573 0.126
H 1.59012 -1.42439 2.02513 0.136
H -0.12021 -3.54562 2.41646 0.114
H -0.82725 -5.48034 1.00790 0.108
H -0.97545 -5.13219 -1.47086 0.107
H -0.50579 -2.87348 -2.38672 0.047
H 0.24841 2.14812 0.93270 0.130
H 0.11078 1.32303 2.50369 0.132
H -2.21207 0.80288 3.10853 0.111
H -4.57874 0.51412 2.41466 0.106
H -5.11358 0.53297 -0.02867 0.109
H -3.25306 0.74039 -1.64930 0.069
H 4.31915 2.05583 0.03842 0.112
H 4.54059 3.67205 -1.84594 0.106
H 2.54192 4.05495 -3.30892 0.107
H 0.48209 2.74415 -2.86370 0.066
Te -0.84075 -0.04697 -3.69831 -0.037


[3]
38
Properties=species:S:1:pos:R:3:lowdin_charge:R:1 method="wB97M-V/def2-TZVPD" largest_force_ev_per_a=2.32 lumo_energy_ev=0.782 relative_energy_kcal_mol=30.07 smiles=Cc1c[nH]c2ccccc12.Cc1c[nH]c2ccccc12 energy_ev=-21937.786 total_charge=0 homo_energy_ev=-7.67
C -2.95889 -1.44402 -3.13879 -0.058
C -2.02314 -1.52736 -1.97569 -0.229
C -0.79161 -0.93794 -1.92428 -0.047
N -0.40439 -0.84450 -0.60625 0.087
C -1.27390 -1.54220 0.19845 -0.189
C -1.44886 -1.57331 1.57852 -0.037
C -2.62662 -1.99743 2.15097 -0.088
C -3.65685 -2.49296 1.32158 -0.097
C -3.54422 -2.37391 -0.04680 -0.038
C -2.37988 -1.87183 -0.62772 -0.144
H -3.98403 -1.18270 -2.87141 0.075
H -3.08426 -2.37068 -3.71180 0.074
H -2.58329 -0.70358 -3.84520 0.071
H -0.26148 -0.52058 -2.76166 0.122
H 0.51649 -0.59202 -0.27625 0.134
H -0.62340 -1.29592 2.22532 0.064
H -2.74692 -1.98091 3.22419 0.097
H -4.43064 -3.11956 1.74511 0.096
H -4.36021 -2.60983 -0.72288 0.108
C 1.67507 -0.29208 2.46252 -0.045
C 2.42460 0.48423 1.41851 -0.246
C 3.66298 0.14464 0.96715 -0.048
N 3.96786 0.97477 -0.10643 0.063
C 3.06468 2.01460 -0.16902 -0.209
C 3.03456 3.07101 -1.09255 -0.017
C 1.86923 3.80574 -1.03796 -0.109
C 0.79185 3.51687 -0.19237 -0.100
C 0.87035 2.46841 0.69217 -0.033
C 2.02980 1.68396 0.75107 -0.145
H 0.61200 -0.08235 2.53577 0.048
H 2.31697 -0.22660 3.31834 0.079
H 1.49465 -1.33153 2.15828 0.077
H 4.47016 -0.49174 1.29209 0.124
H 4.87233 1.03933 -0.53004 0.142
H 3.89565 3.28750 -1.70676 0.106
H 1.67458 4.56517 -1.79041 0.099
H -0.09611 4.12894 -0.24558 0.099
H 0.03491 2.22037 1.33979 0.112


[4]
38
Properties=species:S:1:pos:R:3:lowdin_charge:R:1 method="wB97M-V/def2-TZVPD" largest_force_ev_per_a=5.28 lumo_energy_ev=-8.639 relative_energy_kcal_mol=564.81 energy_ev=-21899.125 total_charge=+2 homo_energy_ev=-12.97
C -5.37557 0.69865 -3.26549 -0.121
C -4.40200 -0.24366 -2.30877 -0.145
C -3.11470 -1.06337 -2.98995 -0.001
C -2.19613 -1.96396 -1.96224 -0.029
C -2.55855 -2.02388 -0.33208 -0.165
C -1.49155 -2.94286 0.57028 -0.125
N -0.22413 -2.06771 0.66718 -0.086
C 1.06335 -2.34298 -0.08200 0.088
C 2.37768 -1.31775 0.04494 0.077
C 2.21932 0.03997 1.00144 -0.070
C 3.42319 1.16178 1.20627 -0.054
C 3.07026 2.59578 1.98926 0.059
C 4.23645 3.77129 2.21155 0.075
N 5.65370 3.53062 1.65484 0.028
C 6.03552 2.22822 0.92306 0.071
C 4.96822 0.99088 0.65871 0.059
C 0.80274 0.29289 1.80515 0.064
C -0.38613 -0.82773 1.57161 0.092
C -3.83171 -1.24068 0.36033 -0.026
C -4.76891 -0.33049 -0.68362 -0.002
H -5.90992 1.57122 -2.66035 0.093
H -6.21908 0.00896 -3.75283 0.104
H -4.78592 1.22122 -4.14510 0.089
H -2.82889 -1.00151 -4.12617 0.104
H -1.26224 -2.58341 -2.36925 0.092
H -1.29018 -3.96816 0.04315 0.147
H -1.93647 -3.03025 1.65695 0.144
H 1.09943 -3.29393 -0.76470 0.148
H 3.40759 -1.52603 -0.52138 0.122
H 2.00264 2.85256 2.42297 0.106
H 3.93790 4.76610 2.79839 0.158
H 6.36955 4.30261 1.78741 0.169
H 7.16346 2.19228 0.53477 0.158
H 5.31711 0.01558 0.09581 0.120
H 0.56387 1.20510 2.50352 0.110
H -1.41409 -0.64535 2.12032 0.145
H -4.05608 -1.29277 1.53138 0.102
H -5.65975 0.26079 -0.19536 0.101


[5]
42
Properties=species:S:1:pos:R:3:lowdin_charge:R:1 method="wB97M-V/def2-TZVPD" largest_force_ev_per_a=1.26 lumo_energy_ev=0.153 relative_energy_kcal_mol=38.56 smiles="CC(=O)Oc1ccc(/C=N/NC(=O)CCSc2ccccc2)cc1" energy_ev=-38916.016 total_charge=0 homo_energy_ev=-8.07
C 7.42900 2.29654 0.75307 0.026
C 6.53869 1.30644 0.05158 -0.511
O 6.78207 0.77183 -0.99374 0.121
O 5.41533 1.12071 0.77230 0.067
C 4.42048 0.23340 0.39981 -0.217
C 3.12487 0.57927 0.78037 0.011
C 2.07478 -0.26266 0.49458 -0.016
C 2.29657 -1.46791 -0.17912 -0.216
C 1.20465 -2.36319 -0.49014 -0.095
N 0.01055 -2.10388 -0.13131 0.049
N -0.97473 -2.95665 -0.43384 0.039
C -2.27727 -2.74297 -0.07461 -0.467
O -3.13342 -3.54405 -0.37362 0.073
C -2.51545 -1.45203 0.67487 -0.180
C -3.87841 -1.45898 1.34969 -0.472
S -4.36373 0.19725 1.92636 0.943
C -4.67554 1.10947 0.44040 -0.536
C -4.79143 2.48975 0.58523 -0.126
C -5.05437 3.28395 -0.51247 -0.090
C -5.19882 2.71261 -1.76732 -0.098
C -5.08626 1.34120 -1.90915 -0.085
C -4.82893 0.53452 -0.81340 -0.101
C 3.59945 -1.80167 -0.54822 -0.023
C 4.66002 -0.96449 -0.26018 0.004
H 7.79223 1.85543 1.67888 0.092
H 6.86257 3.18972 1.00286 0.090
H 8.26874 2.54789 0.11300 0.089
H 2.96715 1.51173 1.29936 0.121
H 1.06754 -0.00557 0.77957 0.110
H 1.45160 -3.27563 -1.04637 0.127
H -0.77121 -3.81630 -0.95238 0.162
H -1.71599 -1.30037 1.40015 0.110
H -2.45326 -0.63695 -0.05253 0.116
H -4.64871 -1.85259 0.68769 0.072
H -3.86178 -2.06932 2.25229 0.082
H -4.67576 2.92395 1.56681 0.098
H -5.14450 4.35305 -0.38931 0.103
H -5.40060 3.33271 -2.62764 0.099
H -5.20291 0.88526 -2.88153 0.104
H -4.76137 -0.53255 -0.95512 0.099
H 3.78753 -2.73175 -1.06438 0.113
H 5.66059 -1.23720 -0.55246 0.115